No. 1
Molecular formula: C4H10OS
Method: DFT, the ωB97M-V functional and the def2-TZVPD basis

The geometry in XYZ format:
```
16
Properties=species:S:1:pos:R:3:forces:R:3
C 0.64228 0.64837 0.69335 1.5623 0.4089 3.2188
H 0.08114 0.67762 -1.09164 -0.0739 1.1884 -2.2604
S 2.21824 -0.13716 -0.20679 0.5116 -1.5131 2.9872
H -2.02499 -0.64212 -1.38954 1.8515 -0.6042 1.0241
H -0.31201 -1.46866 -1.01404 -1.0955 -0.1321 0.0554
C -1.16684 -0.86223 -0.61161 1.5599 1.5623 -1.8571
H 0.57335 0.29035 1.90045 0.1419 1.0129 -3.5887
O -1.67844 -1.30069 0.55597 -1.3635 -3.3372 2.1303
H 2.96965 -1.12222 0.84097 -2.0892 2.4062 -2.1406
H -2.07007 1.48032 -1.28317 -0.1960 0.3672 4.1392
H -1.25215 2.34493 0.21134 -0.0614 2.1378 0.3875
H -2.36153 1.07652 0.79709 -0.1699 0.3116 -1.1968
C -0.50318 0.48805 -0.24413 -2.6664 -0.9316 -0.3241
C -1.74908 1.46501 -0.04373 1.7676 -2.0901 -3.5345
H -1.81415 -2.28581 0.53117 0.0833 1.5443 0.0874
H 0.80732 1.81385 0.59506 0.2377 -2.3312 0.8725
```
Forces are in eV/Å.

Values from the calculation:
energy: -631.69449 hartree
frontier orbital gap: 9.62 eV
relative energy (zero: lowest compared OMol25 entry of this formula, charge and spin): 3.543 eV

---

No. 2
Molecular formula: C23H21BBiBrN8O2
Method: DFT, the ωB97M-V functional and the def2-TZVPD basis

The geometry in XYZ format:
```
57
Properties=species:S:1:pos:R:3:forces:R:3
C 4.60790 4.16901 -1.45764 0.0297 0.0106 -0.0106
H -0.24367 -4.65102 -1.69081 -0.0056 -0.0107 -0.0004
H -2.96092 -1.78859 -0.96349 -0.0117 -0.0101 0.0006
C 0.50670 -1.03715 -1.91733 0.0127 0.0569 -0.0696
N 3.14877 0.80771 -3.36424 -0.0538 0.0125 -0.0254
C 1.00588 -0.31329 -2.99178 0.0096 -0.0549 0.0448
H 2.73452 4.11089 -0.39866 -0.0011 -0.0019 -0.0006
C -4.45040 -0.45492 0.02511 0.0099 0.0101 -0.0002
C -0.36211 -2.09509 -2.12146 -0.0518 0.0037 0.0253
H -2.11020 -2.75137 6.48800 -0.0012 0.0010 -0.0001
H -1.45053 -3.24996 -3.57447 0.0011 -0.0065 -0.0002
H 1.90788 0.94039 1.48207 -0.0033 -0.0056 0.0025
C 2.01174 0.73736 -2.75950 0.0307 -0.0271 -0.0793
B -2.42196 0.48306 3.02962 0.0132 0.0313 -0.0399
H 1.62565 -0.09601 -0.66124 -0.1105 0.1523 0.0442
C 0.62152 -0.66432 -4.28129 0.0226 0.0020 -0.0204
N -2.42817 -0.86237 0.85580 -0.0072 0.0052 -0.0169
C 5.04475 2.44743 -3.11395 -0.0214 -0.0130 -0.0048
C -1.22786 -2.64612 4.46287 -0.0490 -0.0036 0.0441
H 1.03224 -0.11959 -5.11974 0.0039 0.0023 0.0044
C -1.98477 -2.24142 5.54948 -0.0065 0.0178 -0.0183
C 3.79477 1.91191 -2.81037 0.0118 0.0318 0.0126
C -3.26703 -1.13750 -0.16353 -0.0110 0.0378 -0.0229
C -0.26445 -1.70907 -4.47706 -0.0072 -0.0172 0.0503
H 4.94829 5.06345 -0.95375 -0.0024 0.0003 -0.0004
C 2.99273 2.49834 -1.82929 0.0173 0.0240 0.0045
H 1.38757 3.29843 2.72882 0.0000 0.0008 0.0006
H -3.13588 1.26018 3.57228 -0.0224 0.0114 0.0152
C -0.76755 -2.43113 -3.39986 0.0235 0.0206 -0.0317
H -2.00608 -4.34216 -1.64627 0.0041 -0.0021 -0.0121
H -0.62583 -3.53318 4.34076 -0.0026 -0.0033 0.0008
C 5.43453 3.57744 -2.42609 -0.0046 0.0179 0.0184
Br -0.79658 -2.17367 -6.21608 -0.0037 -0.0010 -0.0003
C -0.58596 2.34039 3.03638 -0.0173 0.0134 -0.0305
N 1.85226 1.69127 -1.75224 0.0242 -0.0848 0.1122
H 5.67079 1.99261 -3.86878 0.0001 -0.0028 -0.0001
N -3.06372 -0.00586 1.70179 -0.0143 -0.0504 0.0388
H -1.11566 -4.60169 -0.13562 0.0125 -0.0094 -0.0024
O -0.79074 -2.76989 -0.98371 0.0601 -0.0233 0.0164
N -1.06273 1.14784 2.67623 0.0007 0.0076 0.0921
C -2.54416 -1.03244 5.16367 0.0406 -0.0011 -0.0009
N -2.13946 -0.74120 3.92330 0.0105 -0.0649 -0.0155
H 0.94657 2.03774 -1.47383 -0.0080 0.0675 -0.0709
Bi -0.44249 -1.62621 1.38027 0.2606 -0.1656 0.0885
C -4.27799 0.24380 1.21309 0.0175 0.0243 0.0157
H -5.31695 -0.45932 -0.61191 0.0000 0.0034 -0.0019
C 0.99608 1.26606 1.95835 0.0273 0.0266 -0.0343
O 0.90819 -0.75784 -0.60869 -0.0766 -0.1294 -0.0768
H -4.94404 0.90702 1.74108 -0.0182 -0.0064 -0.0152
C -1.05634 -4.18348 -1.13849 -0.0404 0.0441 0.0106
N -1.32597 -1.73518 3.48158 -0.1097 0.1330 -0.0747
H -1.20964 3.03017 3.58159 0.0142 0.0074 0.0061
H 6.39415 4.02778 -2.63883 0.0000 -0.0010 -0.0024
N -0.09262 0.47762 2.00500 0.0385 -0.0324 -0.0033
H -3.19792 -0.36021 5.69530 -0.0040 -0.0109 0.0111
C 0.72509 2.46177 2.59487 -0.0160 -0.0159 0.0124
C 3.37181 3.64156 -1.13730 -0.0158 -0.0223 0.0109
```
Forces are in eV/Å.

Values from the calculation:
net charge: +2
energy: -4290.61753 hartree
frontier orbital gap: 6.30 eV

---

No. 3
Molecular formula: C2H7S2
Method: DFT, the ωB97M-V functional and the def2-TZVPD basis

The geometry in XYZ format:
```
11
Properties=species:S:1:pos:R:3:forces:R:3
H -0.34219 -2.61507 -0.15093 0.1130 0.1153 -0.1048
H 0.52956 -1.71881 -1.42794 0.1051 -0.1760 -0.0673
H -1.21244 -1.70300 -1.38369 -0.2307 0.0906 0.0011
S 0.55690 3.32541 1.59030 -0.1301 -0.0062 0.0779
H -0.09958 1.94923 0.10341 -0.0433 0.0502 -0.1616
H 1.73653 2.73826 1.36296 0.1712 -0.0252 -0.0022
C -0.32564 -1.69845 -0.75566 -0.0524 -0.3376 0.0708
C -0.22082 -0.46455 0.10736 -0.1853 0.5860 -0.0408
H 0.75915 -0.44584 0.57103 0.1535 0.1243 0.1453
H -0.96226 -0.40240 0.90552 -0.0164 -0.2664 -0.0806
S -0.41923 1.03523 -0.92236 0.1155 -0.1550 0.1622
```
Forces are in eV/Å.

Values from the calculation:
net charge: -1
energy: -876.80695 hartree
frontier orbital gap: 6.70 eV
relative energy (zero: lowest compared OMol25 entry of this formula, charge and spin): 0.083 eV